[1]
{
  "formula": "C12H17N",
  "method": "ωB97M-V with the def2-TZVPD basis set",
  "elements": ["N", "C", "C", "C", "C", "C", "C", "C", "C", "C", "C", "C", "C", "H", "H", "H", "H", "H", "H", "H", "H", "H", "H", "H", "H", "H", "H", "H", "H", "H"],
  "positions_angstrom": [[-1.389, -2.008, 0.521], [1.314, -0.325, 2.420], [0.532, -2.088, -2.576], [2.216, -0.186, 1.375], [0.006, -1.786, -1.221], [0.098, -1.018, 2.286], [1.904, -0.649, 0.101], [-1.273, -2.223, -0.765], [-1.278, 2.201, -0.307], [0.665, -1.277, -0.084], [-0.214, -1.385, 1.007], [-1.022, 2.464, 1.184], [-0.158, 2.324, -1.331], [-0.239, 1.633, -2.172], [-2.063, -2.745, -1.293], [2.715, -0.789, -0.597], [-2.015, 2.970, -0.584], [0.005, 2.220, 1.479], [-1.123, 3.519, 1.459], [1.661, 0.115, 3.349], [1.163, -1.320, -3.017], [3.118, 0.404, 1.511], [0.847, 2.113, -0.929], [-1.825, 1.274, -0.444], [1.185, -2.965, -2.492], [-0.315, -2.348, -3.212], [-1.777, 1.897, 1.731], [-0.015, 3.343, -1.677], [-0.566, -1.187, 3.126], [-2.156, -2.175, 1.155]],
  "homo_lumo_gap_ev": [9.1890, 6.6810],
  "total_energy_ev": -14202.3489,
  "s_squared": 0.773,
  "relative_energy_ev": 0.434,
  "multiplicity": 2,
  "fmax_ha_per_bohr": 0.030,
  "charge": 1
}

[2]
{
  "formula": "C12H17N2",
  "method": "ωB97M-V with the def2-TZVPD basis set",
  "elements": ["N", "N", "C", "C", "C", "C", "C", "C", "C", "C", "C", "C", "C", "C", "H", "H", "H", "H", "H", "H", "H", "H", "H", "H", "H", "H", "H", "H", "H", "H", "H"],
  "positions_angstrom": [[-1.783, -1.715, 0.569], [0.371, -0.562, 0.312], [3.028, 2.130, -1.519], [-1.185, -0.520, -0.144], [-1.374, -0.781, -1.575], [-1.785, 0.819, 0.213], [2.831, 0.851, -2.076], [2.291, 2.516, -0.384], [1.157, 0.340, -0.408], [-0.504, -1.163, 2.421], [1.333, 1.628, 0.152], [-1.961, -1.558, 2.032], [1.951, -0.087, -1.519], [0.488, -0.803, 1.635], [-2.042, -2.435, 2.588], [-0.743, -0.058, -2.069], [-0.939, -1.787, -1.747], [1.611, -0.966, -2.077], [-2.616, -2.045, 0.061], [-2.661, -0.839, 2.266], [3.771, 2.696, -2.024], [3.515, 0.487, -2.769], [-1.139, 1.669, 0.009], [-0.142, -1.548, 3.433], [1.421, -0.707, 2.056], [-2.769, 1.058, -0.201], [0.597, 1.937, 0.905], [-1.752, 0.818, 1.284], [-0.932, -2.308, 0.581], [-2.335, -0.613, -1.861], [2.297, 3.544, -0.143]],
  "homo_lumo_gap_ev": 9.1202,
  "total_energy_ev": -15691.2180,
  "smiles": "CC1(C)[NH2+]CC=CN1c1ccccc1",
  "relative_energy_ev": 2.372,
  "fmax_ha_per_bohr": 0.102,
  "charge": 1
}

[3]
{
  "formula": "C12H17N3O6",
  "method": "ωB97M-V with the def2-TZVPD basis set",
  "elements": ["O", "O", "O", "O", "O", "O", "N", "N", "N", "C", "C", "C", "C", "C", "C", "C", "C", "C", "C", "C", "C", "H", "H", "H", "H", "H", "H", "H", "H", "H", "H", "H", "H", "H", "H", "H", "H", "H"],
  "positions_angstrom": [[0.971, -3.173, 0.008], [0.370, 2.300, -1.433], [2.464, -0.816, 0.945], [-0.953, -0.178, -2.771], [-0.595, -1.634, 3.286], [3.757, -2.136, 2.233], [-0.067, -1.680, -1.332], [-1.178, 0.195, -0.532], [1.537, -1.986, 2.642], [-0.743, -0.529, -1.633], [-1.837, 1.469, -0.803], [-3.055, 1.715, 0.086], [-0.094, -1.274, 0.998], [2.689, -1.690, 1.926], [-0.786, 2.591, -0.695], [-4.061, 0.572, 0.004], [3.100, 0.079, -1.185], [0.228, -1.629, 2.402], [-0.837, -0.179, 0.722], [0.344, -2.146, -0.086], [3.597, -0.430, 0.156], [-4.950, 0.816, 0.579], [0.224, -2.234, -2.132], [-4.355, 0.396, -1.027], [2.633, -0.727, -1.744], [2.375, 0.877, -1.045], [3.940, 0.461, -1.757], [0.124, 2.109, -2.348], [-1.171, 0.460, 1.526], [-3.525, 2.639, -0.255], [1.709, -2.456, 3.525], [-3.640, -0.347, 0.405], [-1.239, 3.538, -1.020], [-2.165, 1.400, -1.848], [-0.453, 2.702, 0.341], [4.138, 0.354, 0.698], [-2.751, 1.869, 1.122], [4.258, -1.295, 0.042]],
  "homo_lumo_gap_ev": 9.6364,
  "total_energy_ev": -29477.3980,
  "smiles": "CCOC(=O)NC(=O)c1cn([C@@H](CC)CO)c(=O)[nH]c1=O",
  "relative_energy_ev": 0.000,
  "fmax_ha_per_bohr": 0.017
}

[4]
{
  "formula": "C12H17N5S2",
  "method": "ωB97M-V with the def2-TZVPD basis set",
  "elements": ["S", "S", "N", "N", "N", "N", "N", "C", "C", "C", "C", "C", "C", "C", "C", "C", "C", "C", "C", "H", "H", "H", "H", "H", "H", "H", "H", "H", "H", "H", "H", "H", "H", "H", "H", "H"],
  "positions_angstrom": [[-3.735, 0.012, 1.017], [2.589, 0.047, 0.493], [-3.768, 1.018, -1.385], [0.090, 0.301, 1.567], [-0.895, -1.495, 0.791], [-1.887, 1.564, -0.057], [0.365, -1.500, 0.334], [4.537, -1.271, -0.930], [-2.007, 2.313, -2.305], [4.960, -2.452, -1.802], [0.336, 1.554, 2.218], [-1.368, 2.223, -1.079], [3.072, -1.375, -0.547], [-1.071, -0.429, 1.518], [-2.325, -0.033, 2.191], [6.430, -2.362, -2.190], [-3.053, 0.964, -0.269], [-3.247, 1.690, -2.391], [0.949, -0.426, 0.796], [4.344, -2.473, -2.703], [-0.380, 2.296, 1.858], [-2.624, -0.774, 2.932], [-3.844, 1.722, -3.293], [-1.573, 2.843, -3.136], [-0.409, 2.692, -0.894], [6.622, -1.449, -2.749], [1.348, 1.877, 1.978], [2.420, -1.362, -1.419], [4.782, -3.382, -1.258], [2.865, -2.272, 0.035], [5.149, -1.245, -0.025], [6.713, -3.209, -2.810], [4.707, -0.337, -1.471], [7.060, -2.359, -1.304], [0.241, 1.447, 3.300], [-2.232, 0.948, 2.653]],
  "homo_lumo_gap_ev": 8.7228,
  "total_energy_ev": -41840.6637,
  "smiles": "CCCCSc1nnc(CSc2ncccn2)n1C",
  "relative_energy_ev": 0.000,
  "fmax_ha_per_bohr": 0.027
}

[5]
{
  "formula": "C12H17NO2",
  "method": "ωB97M-V with the def2-TZVPD basis set",
  "elements": ["O", "O", "N", "C", "C", "C", "C", "C", "C", "C", "C", "C", "C", "C", "C", "H", "H", "H", "H", "H", "H", "H", "H", "H", "H", "H", "H", "H", "H", "H", "H", "H"],
  "positions_angstrom": [[1.030, 1.912, -0.635], [-2.807, -1.711, -0.367], [2.312, -2.438, 0.030], [-4.073, -1.151, -0.133], [0.762, 3.306, 0.018], [-3.654, 0.330, 0.563], [-0.470, -1.194, -0.682], [-1.384, 1.476, -0.008], [2.788, -1.030, -0.079], [1.824, -0.275, -1.261], [-2.191, 0.321, 0.195], [-1.781, -0.891, -0.235], [0.466, -0.124, -0.598], [-0.152, 1.142, -0.444], [2.761, -0.630, 1.273], [-1.581, 2.360, 0.468], [3.050, -2.942, -0.569], [1.510, 4.114, -0.633], [1.103, 2.936, 1.199], [-4.470, -0.952, -1.247], [-3.971, 0.453, 1.567], [2.649, -2.600, 1.099], [-0.170, -2.162, -1.191], [-0.344, 3.835, -0.125], [1.899, -1.522, 1.935], [-4.678, -1.656, 0.791], [2.513, 0.642, 1.485], [3.732, -0.913, -0.529], [3.757, -0.857, 1.851], [-4.272, 0.945, 0.020], [1.577, -1.281, -2.008], [2.265, 0.558, -1.750]],
  "homo_lumo_gap_ev": 8.1521,
  "total_energy_ev": -18295.9010,
  "relative_energy_ev": 8.796,
  "fmax_ha_per_bohr": 0.150
}

[6]
{
  "formula": "C12H17NO2",
  "method": "ωB97M-V with the def2-TZVPD basis set",
  "elements": ["O", "O", "N", "C", "C", "C", "C", "C", "C", "C", "C", "C", "C", "C", "C", "H", "H", "H", "H", "H", "H", "H", "H", "H", "H", "H", "H", "H", "H", "H", "H", "H"],
  "positions_angstrom": [[-1.235, -2.996, 1.084], [-0.102, -3.738, -0.586], [-0.425, -2.851, 0.195], [-0.826, -0.355, -0.099], [-1.950, -0.252, 0.928], [-0.140, 0.991, -0.153], [-1.425, -0.608, -1.482], [1.533, -1.677, -0.865], [0.858, -1.448, 1.595], [0.131, 1.711, -1.332], [1.150, 3.535, -0.194], [0.929, 2.826, 1.001], [0.744, 2.943, -1.367], [0.285, -1.576, 0.153], [0.298, 1.570, 1.036], [1.750, -2.087, 1.592], [2.015, -0.754, -0.949], [-2.086, -1.595, -1.458], [2.218, -2.407, -0.506], [-1.750, -0.730, 1.899], [0.064, 1.164, 2.082], [0.282, -1.730, 2.376], [1.173, 3.290, 1.938], [-2.817, -0.674, 0.606], [-0.648, -0.688, -2.167], [1.127, -1.949, -1.816], [-2.127, 0.211, -1.734], [0.967, -0.325, 1.710], [-2.041, 0.752, 1.364], [-0.267, 1.358, -2.254], [0.846, 3.540, -2.350], [1.469, 4.549, -0.244]],
  "homo_lumo_gap_ev": [5.5727, 6.6738],
  "total_energy_ev": -18296.4288,
  "s_squared": 2.054,
  "multiplicity": 3,
  "fmax_ha_per_bohr": 0.094
}